No. 1
Here is a gas-phase ion, C7H10N3 (charge +1) at a distorted geometry from OMol25. Energies are from ωB97M-V/def2-TZVPD.

The geometry in XYZ format:
```
20
Properties=species:S:1:pos:R:3:nbo_charge:R:1
N -1.470 0.381 0.514 -0.36
N -0.050 0.305 0.360 -0.27
N 1.711 1.160 -1.068 -0.38
C -0.470 1.999 -1.145 -0.28
C 2.025 -0.999 0.128 -0.32
C -0.030 -2.081 1.156 -0.66
C -1.847 1.375 -0.636 -0.25
C 0.744 -0.967 0.513 0.25
C 0.406 1.218 -0.568 0.28
C 2.496 0.213 -0.678 0.16
H -0.766 -1.699 1.855 0.21
H -0.459 -2.788 0.391 0.25
H -2.522 0.893 -1.357 0.24
H -2.518 2.198 -0.306 0.25
H 0.673 -2.632 1.601 0.25
H -0.304 2.785 -1.884 0.28
H 3.430 0.055 -1.154 0.21
H -2.052 -0.472 0.558 0.46
H 2.682 -1.812 0.285 0.25
H -1.679 0.869 1.435 0.44
```

As for the SMILES: CC1=CC=NC2=CC[NH2+]N12. The spin multiplicity is 1. Its orbital gap is 0.309 Eh. Its HOMO energy is -12.066 eV. The charge is +1.

No. 2
Here is 2 unconnected molecules or ions with the total composition C7H10N3O at a distorted geometry from OMol25. Energies are from ωB97M-V/def2-TZVPD.

The geometry in XYZ format:
```
21
Properties=species:S:1:pos:R:3:nbo_charge:R:1
O -1.376 -1.258 -0.234 -0.56
N -3.506 -0.352 -0.279 -0.49
N 2.862 0.481 0.001 -0.32
N 4.255 -1.231 0.032 -0.48
C -2.395 -0.752 -0.345 0.82
C 1.638 1.086 0.147 -0.07
C 2.966 -0.864 0.228 0.23
C 4.149 0.943 -0.105 -0.05
C 5.005 -0.137 -0.210 -0.03
C -4.578 0.299 -0.480 0.04
C -5.747 0.112 0.392 -0.66
H 0.924 0.325 0.011 0.20
H -5.634 -0.704 1.000 0.22
H 1.445 2.009 0.623 0.22
H 2.135 -1.494 0.708 0.28
H 4.397 2.015 -0.268 0.27
H 4.600 -2.230 -0.242 0.48
H -4.684 0.943 -1.330 0.18
H -6.687 -0.075 -0.129 0.23
H -5.831 0.997 0.915 0.22
H 6.061 -0.114 -0.437 0.27
```

The spin multiplicity is 1. Its orbital gap (alpha / beta) is 0.341 / 0.152 Eh. Its HOMO energy (alpha / beta) is -12.849 / -9.175 eV. The charge is +1.

No. 3
Here is 2 unconnected molecules or ions with the total composition C7H10N4O3 at a distorted geometry from OMol25. Energies are from ωB97M-V/def2-TZVPD.

The geometry in XYZ format:
```
24
Properties=species:S:1:pos:R:3:nbo_charge:R:1
O -0.118 -0.807 -0.871 -0.55
O -1.449 -2.654 1.294 -0.81
O 0.565 -3.697 1.028 -0.75
N 3.879 -0.004 0.557 -0.48
N 4.383 1.196 0.181 -0.21
N 2.222 1.509 0.385 -0.49
N 3.381 2.051 0.088 -0.19
C -0.220 -2.720 0.924 0.67
C -0.923 0.602 1.054 -0.65
C 0.466 -1.644 0.048 0.08
C -0.586 1.463 -1.336 -0.67
C -0.939 0.266 -0.435 0.30
C -2.445 -0.197 -0.759 -0.66
C 2.589 0.234 0.674 0.31
H -1.355 2.282 -1.268 0.18
H -3.216 0.361 -0.340 0.18
H -0.001 0.944 1.450 0.24
H 0.393 1.788 -0.784 0.28
H -0.309 1.165 -2.267 0.20
H -2.531 -1.188 -0.304 0.25
H -1.123 -0.271 1.546 0.24
H -1.694 1.439 1.323 0.17
H -2.374 -0.219 -1.879 0.18
H 1.406 -1.898 -0.309 0.17
```

The spin multiplicity is 1. Its orbital gap (alpha / beta) is 0.282 / 0.233 Eh. Its HOMO energy (alpha / beta) is -1.926 / -0.593 eV. The charge is -2.

No. 4
Here is a gas-phase ion, C7H10N5 (charge +1) at a distorted geometry from OMol25. Energies are from ωB97M-V/def2-TZVPD.

The geometry in XYZ format:
```
22
Properties=species:S:1:pos:R:3:nbo_charge:R:1
N -1.152 1.718 0.221 -0.46
N -3.899 0.942 0.154 -0.55
N -3.239 -0.199 0.081 0.12
N -1.070 -1.063 0.142 -0.09
N -2.115 -0.527 -0.032 0.29
C 1.570 -0.086 1.370 -0.11
C 1.777 0.803 -1.056 -0.60
C -0.046 1.509 0.383 0.40
C 1.083 -1.795 -0.282 -0.09
C 1.525 -1.396 1.038 -0.25
C -0.178 -1.568 -0.705 -0.12
C 1.400 1.090 0.393 -0.37
H -0.534 -1.972 -1.657 0.23
H -3.375 1.789 0.287 0.45
H 1.716 0.181 2.365 0.22
H 2.637 0.249 -1.174 0.23
H 1.955 -2.153 1.837 0.28
H 1.746 -2.409 -0.912 0.25
H 2.025 1.941 0.657 0.28
H 2.048 1.805 -1.573 0.24
H 0.996 0.397 -1.659 0.22
H -4.871 0.744 0.123 0.43
```

As for the SMILES: C[C@@H](C#N)\C=C/C=C\N=N\N=[NH2+]. The spin multiplicity is 1. Its orbital gap is 0.307 Eh. Its HOMO energy is -13.286 eV. The charge is +1.